Entry 1:
81
Properties=species:S:1:pos:R:3 method="wB97M-V/def2-TZVPD" gap_ev="3.68 / 7.46" homo_ev="-8.7 / -12.5" spin_multiplicity=2 lumo_energy_ha="-0.1849 / -0.1848" charge=+2
Y -0.20 -1.34 0.70
O 0.19 0.80 0.84
P 0.31 1.99 -0.12
C -0.21 1.55 -1.79
P 0.42 -0.13 -2.27
O -0.48 -1.07 -1.41
C 0.09 -0.22 -4.03
C -1.00 0.44 -4.61
C -1.23 0.31 -5.97
C -0.39 -0.47 -6.75
C 0.69 -1.13 -6.17
C 0.92 -1.01 -4.81
C 2.05 -0.42 -1.89
C 3.12 0.30 -2.53
C 4.40 0.23 -2.06
C 4.72 -0.55 -0.91
C 3.72 -1.28 -0.30
C 2.40 -1.22 -0.74
C -0.76 3.30 0.44
C -0.95 3.46 1.82
C -1.72 4.51 2.29
C -2.29 5.41 1.40
C -2.10 5.26 0.04
C -1.34 4.21 -0.45
C 1.99 2.60 -0.18
C 2.28 3.72 -0.95
C 3.58 4.20 -0.99
C 4.58 3.57 -0.26
C 4.28 2.46 0.51
C 2.99 1.96 0.55
H 0.21 2.28 -2.49
H -1.30 1.59 -1.85
H -1.66 1.06 -4.02
H -2.07 0.82 -6.43
H -0.57 -0.57 -7.81
H 1.34 -1.74 -6.78
H 1.76 -1.52 -4.35
H 2.91 0.90 -3.41
H 5.18 0.77 -2.57
H 5.74 -0.61 -0.56
H 3.97 -1.95 0.52
H 1.76 -2.04 -0.40
H -0.50 2.76 2.51
H -1.87 4.63 3.36
H -2.88 6.24 1.78
H -2.55 5.97 -0.65
H -1.20 4.10 -1.51
H 1.51 4.23 -1.51
H 3.81 5.07 -1.59
H 5.59 3.95 -0.29
H 5.06 1.96 1.07
H 2.76 1.07 1.12
O -2.10 -2.88 0.84
C -2.60 -2.16 1.75
O -1.99 -1.20 2.27
C -4.03 -2.46 2.21
N -4.51 -3.66 1.41
C -5.77 -3.26 0.68
C -5.60 -1.77 0.51
C -5.01 -1.33 1.85
H -4.03 -2.70 3.27
H -4.64 -4.48 2.00
H -3.74 -3.86 0.75
H -6.61 -3.50 1.34
H -5.85 -3.84 -0.23
H -6.55 -1.28 0.29
H -4.92 -1.56 -0.32
H -5.78 -1.26 2.61
H -4.49 -0.37 1.81
O 1.19 -2.52 1.98
N 1.45 -2.87 3.24
C 1.91 -1.95 4.10
C 2.23 -2.31 5.39
C 2.08 -3.63 5.79
C 1.61 -4.56 4.88
C 1.30 -4.16 3.59
H 2.02 -0.96 3.69
H 2.61 -1.55 6.06
H 2.33 -3.93 6.80
H 1.49 -5.60 5.14
H 0.95 -4.81 2.81

---

Entry 2:
79
Properties=species:S:1:pos:R:3 method="wB97M-V/def2-TZVPD" gap_ev="6.07 / 5.38" homo_ev="-11.7 / -13.7" spin_multiplicity=5 lumo_energy_ha="-0.2074 / -0.3041" charge=+2
Pd 0.05 1.08 1.76
C 2.06 1.03 2.27
Si 2.41 2.64 1.32
C 1.08 3.75 2.07
N -0.25 3.12 1.80
C -1.20 3.29 2.93
C -1.69 4.74 3.08
C -2.03 5.37 1.72
C -2.17 4.28 0.66
C -0.84 3.57 0.48
C 4.08 3.29 1.81
C 4.27 3.91 3.05
C 5.51 4.42 3.38
C 6.57 4.31 2.49
C 6.40 3.68 1.27
C 5.16 3.16 0.93
C 2.17 2.47 -0.50
C 2.60 3.51 -1.33
C 2.36 3.48 -2.70
C 1.68 2.41 -3.26
C 1.26 1.36 -2.46
C 1.51 1.39 -1.10
H 2.13 1.10 3.35
H 2.60 0.15 1.91
H 1.10 4.78 1.71
H 1.22 3.78 3.15
H -0.70 2.97 3.84
H -2.05 2.62 2.75
H -0.94 5.33 3.60
H -2.57 4.71 3.72
H -1.24 6.06 1.41
H -2.94 5.95 1.79
H -2.45 4.71 -0.31
H -2.95 3.57 0.93
H -0.12 4.24 0.02
H -0.95 2.70 -0.18
H 3.46 4.00 3.76
H 5.66 4.91 4.34
H 7.55 4.70 2.76
H 7.22 3.60 0.57
H 5.03 2.66 -0.02
H 3.12 4.36 -0.91
H 2.71 4.30 -3.32
H 1.49 2.39 -4.33
H 0.74 0.52 -2.90
H 1.22 0.53 -0.50
C -1.94 -9.22 -5.60
O -3.11 -8.44 -5.34
C -3.15 -7.64 -4.29
C -4.33 -6.87 -4.16
C -4.44 -5.95 -3.17
C -3.37 -5.76 -2.24
C -2.23 -6.62 -2.32
C -2.12 -7.52 -3.34
N -3.46 -4.78 -1.36
N -2.57 -4.36 -0.52
C -2.48 -3.12 -0.07
C -3.46 -2.13 -0.34
C -3.27 -0.82 0.04
C -2.10 -0.41 0.71
O -1.90 0.81 1.06
C -1.13 -1.41 1.04
N -0.02 -0.99 1.73
C 0.82 -1.90 2.20
C 0.66 -3.26 1.98
C -0.40 -3.70 1.22
C -1.32 -2.76 0.73
H -2.15 -9.77 -6.51
H -1.76 -9.93 -4.79
H -1.07 -8.58 -5.74
H -5.13 -7.02 -4.87
H -5.34 -5.35 -3.06
H -1.46 -6.51 -1.57
H -1.23 -8.14 -3.40
H -4.36 -2.43 -0.87
H -4.02 -0.07 -0.19
H 1.66 -1.54 2.78
H 1.36 -3.96 2.42
H -0.54 -4.75 1.01

---

Entry 3:
82
Properties=species:S:1:pos:R:3 method="wB97M-V/def2-TZVPD" gap_ev="6.43 / 6.76" homo_ev="-4.0 / -4.3" spin_multiplicity=3 lumo_energy_ha="0.0892 / 0.0894" e_above_lowest_kcal_mol=34.53 charge=-1
V -0.74 2.02 1.94
O -2.08 2.22 3.15
N -3.23 2.58 2.67
N -3.21 2.59 1.38
O -2.08 2.26 0.76
C -4.33 2.92 0.65
C -5.36 3.66 1.26
C -6.45 4.04 0.51
C -6.55 3.68 -0.82
C -5.57 2.90 -1.40
C -4.45 2.52 -0.68
H -5.25 3.92 2.30
H -7.23 4.62 0.98
H -7.40 4.00 -1.40
H -5.67 2.57 -2.43
H -3.68 1.91 -1.11
C -0.31 -5.36 -5.31
C -0.38 -4.35 -4.20
C -0.81 -4.69 -2.93
C -0.87 -3.77 -1.90
C -1.39 -4.23 -0.57
C -0.47 -2.44 -2.11
Te -0.59 -1.01 -0.38
N -0.54 0.24 1.78
C 0.13 0.16 2.90
O 0.44 1.23 3.49
C 0.39 -1.17 3.51
C -0.40 -2.25 3.14
C -0.22 -3.49 3.72
C 0.75 -3.67 4.69
C 1.55 -2.60 5.07
C 1.37 -1.35 4.49
C 1.46 -0.42 -0.52
C 1.84 0.86 -0.93
C 0.85 1.92 -1.33
C 3.19 1.19 -0.98
C 4.18 0.31 -0.58
C 5.63 0.68 -0.58
C 3.78 -0.94 -0.14
C 2.45 -1.32 -0.12
C 2.10 -2.69 0.36
C -0.07 -2.09 -3.40
C 0.28 -0.66 -3.70
C -0.02 -3.02 -4.42
H -0.53 -6.35 -4.94
H 0.68 -5.37 -5.77
H -1.04 -5.11 -6.09
H -1.10 -5.72 -2.75
H -1.58 -5.30 -0.58
H -2.32 -3.71 -0.34
H -0.67 -4.00 0.21
H -1.17 -2.08 2.39
H -0.85 -4.32 3.42
H 0.88 -4.63 5.17
H 2.30 -2.73 5.83
H 1.98 -0.51 4.78
H -0.02 1.89 -0.68
H 0.54 1.78 -2.36
H 1.31 2.90 -1.25
H 3.47 2.18 -1.32
H 5.78 1.72 -0.86
H 6.19 0.05 -1.27
H 6.06 0.53 0.42
H 4.53 -1.65 0.20
H 2.98 -3.22 0.72
H 1.64 -3.26 -0.45
H 1.38 -2.63 1.18
H -0.53 -0.02 -3.34
H 0.41 -0.51 -4.78
H 1.20 -0.39 -3.20
H 0.30 -2.72 -5.41
O -0.99 4.88 1.46
C 0.17 4.54 1.35
C 1.34 5.46 1.00
C 2.55 4.60 1.36
C 1.96 3.19 1.53
O 2.59 2.18 1.68
N 0.60 3.28 1.51
H 1.28 6.41 1.54
H 1.30 5.66 -0.07
H 3.00 4.90 2.31
H 3.34 4.60 0.60

---

Entry 4:
85
Properties=species:S:1:pos:R:3 method="wB97M-V/def2-TZVPD" gap_ev="2.56 / 5.46" homo_ev="-1.2 / -4.1" spin_multiplicity=3 lumo_energy_ha="0.0508 / 0.0508" charge=-1
Ti 1.82 0.68 0.02
O 3.62 0.47 -0.18
C 4.35 1.36 -0.83
C 5.35 0.93 -1.70
C 6.20 1.83 -2.34
C 6.06 3.19 -2.11
C 5.08 3.65 -1.25
C 4.20 2.77 -0.59
C 3.26 3.24 0.38
N 2.38 2.39 0.87
N 1.67 2.62 1.98
C 1.14 1.47 2.42
O 1.42 0.34 1.77
C 0.23 1.50 3.54
C -0.24 2.73 4.04
C -1.19 2.76 5.05
C -1.68 1.57 5.59
C -1.20 0.35 5.12
C -0.26 0.31 4.12
H 5.47 -0.14 -1.84
H 6.96 1.46 -3.02
H 6.74 3.89 -2.59
H 4.98 4.71 -1.05
H 3.33 4.25 0.79
H 0.16 3.64 3.61
H -1.55 3.71 5.42
H -2.42 1.61 6.39
H -1.57 -0.57 5.56
H 0.13 -0.63 3.76
N -0.34 1.84 0.09
C -0.90 1.58 -1.25
C -1.85 2.71 -1.71
C -2.37 2.68 -3.17
C -3.25 1.53 -3.64
N -2.45 0.31 -3.80
C -2.77 -0.88 -3.34
N -1.79 -1.79 -3.16
N -4.05 -1.34 -3.48
C 0.29 1.36 -2.20
O 0.06 1.00 -3.37
O 1.42 1.56 -1.68
H -0.96 1.55 0.83
H -0.11 2.82 0.22
H -1.42 0.64 -1.21
H -1.33 3.67 -1.61
H -2.68 2.71 -1.01
H -1.51 2.70 -3.84
H -2.94 3.60 -3.31
H -3.64 1.80 -4.63
H -4.09 1.37 -2.97
H -1.44 0.52 -3.90
H -0.91 -1.41 -2.80
H -2.08 -2.61 -2.65
H -4.71 -0.60 -3.64
H -4.34 -1.95 -2.72
C 1.60 -1.21 -1.25
C 1.81 -2.47 -0.60
C 3.00 -2.75 0.12
C 3.20 -3.95 0.76
C 2.22 -4.96 0.73
C 1.03 -4.70 0.02
C 0.84 -3.50 -0.62
C 2.38 -6.21 1.37
N 2.47 -7.24 1.88
H 0.72 -1.22 -1.90
H 2.47 -0.86 -1.80
H 3.76 -1.97 0.17
H 4.12 -4.13 1.30
H 0.28 -5.48 -0.03
H -0.08 -3.35 -1.18
N -1.30 -2.78 2.07
C -0.44 -1.85 1.56
N -1.05 -0.88 0.94
C -2.40 -1.16 1.06
C -3.52 -0.42 0.68
C -4.77 -0.98 0.93
C -4.92 -2.22 1.56
C -3.82 -2.94 2.00
C -2.57 -2.38 1.75
H -1.04 -3.61 2.58
H 0.63 -1.91 1.68
H -3.43 0.58 0.27
H -5.66 -0.42 0.68
H -5.91 -2.61 1.73
H -3.92 -3.87 2.53

---

no.,electronic energy (Ha)
1,-2561.78677
2,-2141.55061
3,-3162.61831
4,-2998.70499